<i>
Entry from OMol25: one molecule with the formula C6H11NS (ωB97M-V with the def2-TZVPD basis set).

Output
LUMO energy, eV: 0.9
Structure (SMILES): C[C@]12CN1CC[C@@H]2S
Orbital gap, eV: 9.8

Each line ends with the Mulliken charge.
Positions of all 19 atoms, in Å:
C 0.86 -1.59 1.25  -1.53
C -0.02 -0.87 0.21  0.87
C -1.09 -1.65 -0.48  -0.68
N 0.01 -1.14 -1.23  -0.50
C -0.22 0.11 -1.95  -0.41
C -0.89 1.10 -0.92  -0.94
C -0.47 0.57 0.47  0.10
S 0.84 1.58 1.22  -0.22
H 0.25 -1.79 2.17  0.28
H 1.13 -2.58 0.86  0.40
H 1.71 -1.01 1.56  0.38
H -1.16 -2.71 -0.33  0.29
H -2.04 -1.18 -0.69  0.21
H 0.75 0.47 -2.33  0.27
H -0.85 -0.10 -2.86  0.30
H -1.98 1.10 -1.04  0.28
H -0.61 2.16 -1.05  0.43
H -1.30 0.58 1.18  0.35
H 1.63 1.73 0.15  0.14

=====

<ii>
Entry from OMol25: one molecule with the formula C6H11NS (ωB97M-V with the def2-TZVPD basis set).

Output
LUMO energy, eV: 1.0
Structure (SMILES): CN[C@@H]1[C@@H]2CSC[C@@H]21
Orbital gap, eV: 9.2

Each line ends with the Mulliken charge.
Positions of all 19 atoms, in Å:
C 2.23 -0.93 -0.45  -0.92
N 1.09 -0.08 -0.81  -0.26
C 0.57 0.73 0.30  -0.40
C -0.48 0.15 1.17  -0.09
C -1.18 -1.18 0.79  -0.75
S -2.43 -0.80 -0.49  -0.23
C -1.70 0.85 -0.89  -0.76
C -0.82 1.30 0.23  -0.41
H 2.51 -1.53 -1.33  0.32
H 3.04 -0.28 -0.09  0.34
H 2.05 -1.58 0.44  0.27
H 1.25 0.49 -1.64  0.24
H 1.30 1.42 0.75  0.43
H -0.40 0.37 2.24  0.42
H -1.69 -1.66 1.62  0.44
H -0.50 -1.91 0.36  0.26
H -2.61 1.45 -0.98  0.41
H -1.18 0.89 -1.85  0.33
H -1.05 2.29 0.63  0.35

=====

<iii>
Entry from OMol25: one molecule with the formula C6H11NS (ωB97M-V with the def2-TZVPD basis set).

Output
LUMO energy, eV: 0.7
Structure (SMILES): C[C@]12C[C@@H](S)C[C@H]1N2
Orbital gap, eV: 9.9

Each line ends with the Mulliken charge.
Positions of all 19 atoms, in Å:
C 2.33 -0.75 0.13  -1.37
C 0.91 -0.21 0.20  1.12
C -0.33 -0.99 -0.31  -0.93
C -1.46 0.00 -0.52  -0.18
S -2.85 -0.25 0.61  -0.20
C -0.85 1.44 -0.41  -0.98
C 0.58 1.24 0.17  -0.34
N 0.67 0.51 1.44  -0.74
H 2.60 -1.09 -0.86  0.35
H 2.99 0.06 0.43  0.37
H 2.42 -1.55 0.87  0.26
H -0.04 -1.56 -1.18  0.37
H -0.63 -1.69 0.45  0.38
H -1.85 -0.09 -1.56  0.37
H -3.36 -1.35 0.04  0.14
H -1.53 2.05 0.19  0.36
H -0.68 1.87 -1.43  0.29
H 1.39 1.96 -0.03  0.38
H -0.30 0.41 1.75  0.34

=====

The structure shown above that is least stable: <ii>.